(1)
Molecular formula: C72H71AuGe2N2OS5Sb
Method: DFT, the ωB97M-V functional and the def2-TZVPD basis

Properties
* gap between HOMO and LUMO: 6.43 eV
* total charge: -1
* M: 1604.65 g/mol

Cartesian coordinates (Å):
1 Au 0.2018 -1.2588 -1.2345
2 C 5.7739 2.4132 4.6520
3 C 4.4792 1.6294 4.7069
4 C 4.4547 0.2645 4.4519
5 C 3.2661 -0.4590 4.4919
6 C 3.2760 -1.9477 4.1977
7 C 2.0642 0.2108 4.7841
8 C 2.0639 1.5885 5.0167
9 C 0.7807 2.3514 5.2617
10 C 3.2777 2.2688 4.9876
11 C 0.8117 -0.6066 4.9404
12 C 0.6380 -1.2323 6.1817
13 C -0.4293 -2.0881 6.4088
14 C -1.3376 -2.3313 5.3857
15 C -1.1987 -1.7229 4.1399
16 C -0.1135 -0.8338 3.9017
17 Ge 0.2230 -0.2379 2.0393
18 S 0.6978 -2.0972 1.0630
19 S -1.4057 1.0458 1.1319
20 Ge 0.2875 1.9453 -0.0778
21 S 0.9215 1.0451 -1.9303
22 S 1.7552 1.4077 1.5913
23 C -0.1005 3.8345 -0.6062
24 C 0.4967 4.9670 -0.0135
25 C 0.4370 6.2100 -0.6640
26 C -0.2407 6.3701 -1.8604
27 C -0.8932 5.2792 -2.4107
28 C -0.8313 4.0200 -1.8150
29 C -1.6602 2.9557 -2.5082
30 C -2.9039 2.5644 -1.9836
31 C -3.4564 3.1164 -0.6793
32 C -3.6913 1.6629 -2.7093
33 C -3.2981 1.1688 -3.9447
34 C -4.1510 0.1757 -4.6949
35 C -2.0929 1.6146 -4.4692
36 C -1.2733 2.5003 -3.7815
37 C 0.0170 2.9568 -4.4238
38 C 1.1307 5.0878 1.3510
39 C 2.5005 5.3380 1.4454
40 C 3.4360 5.0630 0.2825
41 C 3.0177 5.8781 2.6229
42 C 2.2064 6.1687 3.7052
43 C 2.7595 6.8366 4.9399
44 C 0.8554 5.8329 3.6242
45 C 0.2989 5.2963 2.4699
46 C -1.1894 5.0114 2.4119
47 C -2.2861 -1.9839 3.1217
48 C -2.3295 -3.1736 2.3786
49 C -1.3162 -4.2856 2.5463
50 C -3.3407 -3.3440 1.4361
51 C -4.3155 -2.3821 1.2213
52 C -5.4006 -2.5942 0.1872
53 C -4.2955 -1.2352 2.0078
54 C -3.3098 -1.0249 2.9684
55 C -3.3829 0.2057 3.8548
56 H 6.6391 1.7475 4.5742
57 H 5.8987 3.0363 5.5445
58 H 5.7818 3.0835 3.7830
59 H 5.3845 -0.2546 4.2144
60 H 4.2710 -2.2696 3.8756
61 H 2.5597 -2.2002 3.4059
62 H 2.9956 -2.5333 5.0783
63 H -0.0138 1.7094 5.6426
64 H 0.4267 2.7906 4.3158
65 H 0.9425 3.1702 5.9716
66 H 3.2780 3.3375 5.1718
67 H 1.3714 -1.0446 6.9650
68 H -0.5498 -2.5699 7.3750
69 H -2.1802 -3.0036 5.5441
70 H 0.9214 7.0613 -0.1929
71 H -0.2799 7.3395 -2.3447
72 H -1.4676 5.3893 -3.3257
73 H -3.0678 4.1117 -0.4568
74 H -3.2045 2.4708 0.1638
75 H -4.5492 3.1746 -0.7293
76 H -4.6479 1.3465 -2.2886
77 H -5.2111 0.4198 -4.6064
78 H -4.0162 -0.8338 -4.2923
79 H -3.8921 0.1481 -5.7551
80 H -1.7756 1.2628 -5.4541
81 H 0.3020 2.2720 -5.2290
82 H 0.8254 2.9765 -3.6942
83 H -0.0819 3.9592 -4.8531
84 H 2.9511 4.4787 -0.5000
85 H 4.3111 4.5010 0.6294
86 H 3.7976 5.9949 -0.1680
87 H 4.0854 6.1018 2.6764
88 H 3.8494 6.9203 4.8891
89 H 2.5035 6.2771 5.8483
90 H 2.3481 7.8447 5.0529
91 H 0.2063 6.0202 4.4802
92 H -1.6757 5.3076 3.3476
93 H -1.3851 3.9443 2.2479
94 H -1.6636 5.5558 1.5876
95 H -0.4846 -3.9946 3.1845
96 H -0.9014 -4.5600 1.5732
97 H -1.7940 -5.1733 2.9801
98 H -3.3460 -4.2536 0.8319
99 H -5.0382 -3.2020 -0.6499
100 H -5.7505 -1.6344 -0.2151
101 H -6.2662 -3.1093 0.6234
102 H -5.0663 -0.4739 1.8651
103 H -4.3682 0.6751 3.7706
104 H -2.6367 0.9557 3.5803
105 H -3.2082 -0.0530 4.9021
106 N 7.7054 -1.1363 -1.4065
107 C 6.9492 -1.7376 -2.3685
108 O 7.4495 -2.2491 -3.3560
109 C 5.4559 -1.7479 -2.1396
110 C 4.8373 -1.1392 -1.0608
111 C 3.4601 -1.2267 -0.9199
112 N 2.6945 -1.8831 -1.7988
113 C 3.2964 -2.4458 -2.8601
114 C 4.6668 -2.4068 -3.0645
115 H 8.6965 -1.1213 -1.5337
116 H 7.3069 -0.6938 -0.6031
117 H 5.3805 -0.5803 -0.3064
118 H 2.9497 -0.7555 -0.0799
119 H 2.6495 -2.9437 -3.5742
120 H 5.1309 -2.8788 -3.9210
121 S -2.3270 -1.1534 -1.5439
122 Sb -1.6894 -2.8732 -2.8741
123 C -0.9984 -4.7092 -2.0679
124 C 0.2367 -4.7497 -1.4124
125 C 0.7181 -5.9597 -0.9192
126 C -0.0267 -7.1254 -1.0745
127 C -1.2636 -7.0850 -1.7096
128 C -1.7556 -5.8767 -2.2069
129 C -3.5194 -3.5024 -3.7937
130 C -3.5285 -4.4249 -4.8496
131 C -4.7330 -4.8265 -5.4232
132 C -5.9315 -4.3112 -4.9379
133 C -5.9239 -3.3884 -3.8936
134 C -4.7183 -2.9807 -3.3276
135 C -0.4656 -2.6136 -4.5670
136 C -0.6619 -1.4729 -5.3539
137 C 0.1627 -1.2424 -6.4459
138 C 1.1651 -2.1579 -6.7641
139 C 1.3511 -3.2981 -5.9838
140 C 0.5415 -3.5225 -4.8736
141 H 0.8072 -3.8371 -1.2614
142 H 1.6743 -5.9858 -0.4026
143 H 0.3568 -8.0683 -0.6959
144 H -1.8507 -7.9917 -1.8164
145 H -2.7243 -5.8494 -2.6887
146 H -2.5929 -4.8275 -5.2306
147 H -4.7364 -5.5366 -6.2453
148 H -6.8729 -4.6244 -5.3792
149 H -6.8611 -2.9846 -3.5196
150 H -4.6974 -2.2484 -2.5303
151 H -1.4418 -0.7568 -5.0991
152 H 0.0311 -0.3446 -7.0455
153 H 1.8052 -1.9818 -7.6200
154 H 2.1314 -4.0095 -6.2359
155 H 0.6972 -4.4007 -4.2581

These are the Löwdin partial charges, in e, on atoms 1 to 2: number 1, Au, carries 0.100; number 2, C, carries -0.056

***

(2)
Molecular formula: C73H126F16N6O35S11
Method: DFT, the ωB97M-V functional and the def2-TZVPD basis

Properties
* gap between HOMO and LUMO: 9.71 eV
* total charge: 0
* M: 2304.52 g/mol

Cartesian coordinates (Å):
1 O -0.1623 -6.4809 1.8678
2 S -0.6759 -6.4234 3.2427
3 O -1.1780 -7.6121 3.9669
4 O 0.5730 -5.6412 4.0138
5 C 0.5639 -5.4872 5.4023
6 C 1.8662 -4.7676 5.7399
7 C -1.8818 -5.0176 3.3274
8 H 0.5140 -6.4598 5.8918
9 H -0.2382 -4.8088 5.6931
10 H 1.7575 -4.3042 6.7205
11 H 2.0479 -4.0018 4.9858
12 H 2.6490 -5.4671 6.0332
13 H -2.0203 -4.8256 4.3914
14 H -2.8125 -5.3563 2.8722
15 H -1.4816 -4.1629 2.7821
16 O 4.0700 -0.2357 -0.3981
17 S 4.5817 -1.2742 -1.2914
18 O 3.8697 -2.5577 -1.4036
19 O 4.6974 -0.5977 -2.8133
20 C 5.0427 -1.4642 -3.8414
21 C 6.1461 -0.9017 -4.7371
22 C 6.4506 -1.5398 -1.0572
23 H 4.1576 -1.6104 -4.4605
24 H 5.3850 -2.4489 -3.5229
25 H 5.8057 -0.1059 -5.3995
26 H 6.6066 -1.6882 -5.3351
27 H 6.8872 -0.5029 -4.0445
28 H 6.6661 -1.9816 -0.0843
29 H 6.9708 -0.5846 -1.1283
30 H 6.7521 -2.1816 -1.8849
31 O -4.3415 -6.3312 4.8580
32 S -4.4803 -5.4951 6.0347
33 O -4.0063 -6.0447 7.3294
34 O -3.7978 -4.0723 5.8159
35 C -3.7347 -3.1199 6.8691
36 C -3.7280 -1.7608 6.2159
37 C -6.2128 -4.9839 6.2015
38 H -2.8161 -3.3501 7.4089
39 H -4.5634 -3.1593 7.5760
40 H -2.8723 -1.6542 5.5492
41 H -3.6678 -0.9883 6.9825
42 H -4.6331 -1.6598 5.6170
43 H -6.5730 -4.5432 5.2719
44 H -6.2732 -4.3254 7.0681
45 H -6.7630 -5.9152 6.3358
46 O 4.9065 5.1575 -1.6770
47 S 4.0037 4.3703 -2.4706
48 O 2.7690 4.9239 -3.0832
49 O 4.9086 3.6828 -3.6716
50 C 4.2058 2.9160 -4.6167
51 C 4.8086 3.3331 -5.9435
52 C 3.4699 2.8348 -1.5482
53 H 3.1158 2.9225 -4.6194
54 H 4.5062 1.8978 -4.3695
55 H 4.7636 4.4078 -6.1199
56 H 4.2392 2.9213 -6.7768
57 H 5.8563 3.0366 -5.9938
58 H 3.1585 2.0434 -2.2300
59 H 2.6549 3.2409 -0.9489
60 H 4.3333 2.4194 -1.0285
61 O -5.2426 -1.2607 -8.7689
62 S -3.8101 -1.4752 -8.4220
63 O -2.7352 -0.7520 -9.0972
64 O -3.7278 -1.4023 -6.7512
65 C -2.4441 -1.3617 -6.1211
66 C -2.2873 -2.6725 -5.4109
67 C -3.4662 -3.3009 -8.6644
68 H -2.4424 -0.4779 -5.4831
69 H -1.6774 -1.1327 -6.8613
70 H -1.4000 -2.6438 -4.7785
71 H -2.2054 -3.4865 -6.1311
72 H -3.0748 -2.8520 -4.6790
73 H -2.4487 -3.4220 -8.2926
74 H -3.5084 -3.5966 -9.7126
75 H -4.2044 -3.8389 -8.0696
76 O -2.9260 -1.0481 1.2316
77 S -2.8090 -2.3673 0.5962
78 O -1.5208 -3.0021 0.3428
79 O -3.9139 -3.4335 1.3189
80 C -5.1083 -3.0175 1.8423
81 C -5.9433 -4.1893 1.9885
82 C -3.6785 -2.2767 -1.0540
83 H -5.7006 -2.3898 1.1764
84 H -5.0536 -2.4678 2.7819
85 H -5.4976 -4.8188 2.7587
86 H -6.0112 -4.7128 1.0349
87 H -6.9535 -3.9333 2.3080
88 H -3.6576 -3.2687 -1.5053
89 H -3.1870 -1.5566 -1.7081
90 H -4.6605 -1.9520 -0.7100
91 O 1.1465 0.1550 8.1634
92 S -0.0464 -0.6412 7.9061
93 O -1.3487 -0.0181 7.9232
94 O 0.0690 -1.5641 6.5625
95 C 0.5562 -0.8876 5.4380
96 C 0.0602 -1.6481 4.2257
97 C -0.0846 -1.9454 9.1565
98 H 1.5928 -0.5527 5.4769
99 H 0.0914 0.0971 5.3884
100 H 0.5510 -2.6125 4.0948
101 H 0.2356 -1.1201 3.2883
102 H -1.0190 -1.7228 4.3586
103 H -1.1023 -2.3336 9.2000
104 H 0.2384 -1.5692 10.1272
105 H 0.5892 -2.7402 8.8364
106 O -1.7313 7.3412 -1.9437
107 S -3.0690 7.2821 -1.3778
108 O -3.8418 8.4858 -1.1807
109 O -3.9794 6.2467 -2.2750
110 C -5.4099 6.3542 -2.2173
111 C -5.9000 5.3302 -3.2554
112 C -3.1463 6.2196 0.2005
113 H -5.7542 7.3305 -2.5586
114 H -5.7781 6.1179 -1.2190
115 H -5.5647 4.3259 -2.9964
116 H -5.4098 5.4879 -4.2160
117 H -6.9873 5.3665 -3.3224
118 H -2.9177 5.1859 -0.0591
119 H -4.1430 6.2612 0.6398
120 H -2.3504 6.6070 0.8366
121 O 2.8986 4.9762 1.0336
122 S 1.6842 5.7881 1.0845
123 O 0.3837 5.1550 1.0706
124 O 1.8178 6.9060 2.3401
125 C 0.7279 7.8161 2.4507
126 C 1.2801 9.2350 2.2272
127 C 1.9407 6.9340 -0.3388
128 H 0.3846 7.7808 3.4846
129 H -0.0521 7.6259 1.7135
130 H 2.1354 9.3542 2.8923
131 H 0.5750 10.0345 2.4547
132 H 1.5486 9.3543 1.1775
133 H 1.9081 6.2989 -1.2241
134 H 2.9480 7.3295 -0.2084
135 H 1.1478 7.6795 -0.3989
136 O -2.0604 1.9379 -6.7119
137 S -2.5072 3.3274 -6.6156
138 O -3.8347 3.7394 -7.1639
139 O -2.4350 3.8250 -4.9898
140 C -1.2200 3.6008 -4.3826
141 C -1.2907 3.6055 -2.8883
142 C -1.2045 4.4487 -7.3635
143 H -0.4919 4.3448 -4.7060
144 H -0.9899 2.5594 -4.6078
145 H -0.3672 3.9729 -2.4409
146 H -1.4849 2.6561 -2.3892
147 H -2.0101 4.3470 -2.5407
148 H -1.5641 5.4280 -7.0475
149 H -1.2053 4.2855 -8.4412
150 H -0.2122 4.1830 -6.9991
151 O -1.1335 -0.0512 -3.2873
152 S 0.0298 0.1279 -2.4462
153 O 1.0365 1.0682 -2.8697
154 O -0.6696 0.6919 -0.9717
155 C 0.3224 1.2875 -0.0902
156 C -0.3836 1.2875 1.2690
157 C 0.6564 -1.4471 -1.8384
158 H 0.6347 2.2564 -0.4799
159 H 1.2083 0.6558 -0.1550
160 H 0.2614 1.9453 1.8515
161 H -0.4416 0.3232 1.7738
162 H -1.3543 1.7830 1.2875
163 H -0.1919 -1.9086 -1.3329
164 H 1.4606 -1.2562 -1.1279
165 H 1.0485 -2.0078 -2.6869
166 N -6.4512 0.9327 -0.7314
167 C -5.3418 1.6432 -0.4143
168 C -4.2201 1.6748 -1.2732
169 C -4.2572 0.9604 -2.4455
170 C -5.2995 0.0401 -2.6360
171 C -6.3907 0.1035 -1.7519
172 H -5.3146 2.2081 0.5057
173 H -3.4114 2.3596 -1.0649
174 H -3.5485 1.0051 -3.2593
175 H -5.3005 -0.6642 -3.4547
176 H -7.3326 -0.3690 -1.9884
177 N 7.2451 0.9390 4.8168
178 C 7.0025 0.1722 3.7307
179 C 5.9447 0.2799 2.8603
180 C 5.0358 1.3106 3.0843
181 C 5.2095 2.1501 4.1989
182 C 6.3233 1.9061 5.0054
183 H 7.7928 -0.5497 3.5874
184 H 5.8509 -0.2709 1.9360
185 H 4.1852 1.5295 2.4558
186 H 4.4877 2.9155 4.4430
187 H 6.5028 2.4170 5.9398
188 N 3.4096 -4.1512 2.4947
189 C 3.6400 -2.7900 2.5060
190 C 2.6979 -1.9023 1.9794
191 C 1.6278 -2.3717 1.2845
192 C 1.4320 -3.7489 1.1955
193 C 2.3684 -4.6085 1.7914
194 H 4.5044 -2.5367 3.1019
195 H 2.8825 -0.8384 2.0002
196 H 0.8640 -1.6950 0.9308
197 H 0.6257 -4.2327 0.6641
198 H 2.3145 -5.6870 1.7752
199 N -0.6226 -5.6568 -2.9866
200 C 0.0136 -5.8540 -4.1976
201 C 1.3722 -5.6987 -4.3260
202 C 2.1621 -5.4310 -3.2182
203 C 1.5305 -5.3051 -1.9842
204 C 0.1771 -5.4084 -1.9189
205 H -0.5390 -6.1966 -5.0599
206 H 1.8437 -5.8397 -5.2873
207 H 3.2221 -5.2279 -3.1785
208 H 2.1902 -5.1759 -1.1389
209 H -0.2642 -5.3188 -0.9373
210 N 6.2790 -5.8954 -1.6235
211 C 5.6197 -5.5303 -0.5119
212 C 6.0221 -5.8711 0.7498
213 C 7.1652 -6.6437 0.8796
214 C 7.9278 -7.0403 -0.2527
215 C 7.4438 -6.5596 -1.4951
216 H 4.7229 -4.9377 -0.6165
217 H 5.5251 -5.5530 1.6543
218 H 7.4012 -6.9307 1.8936
219 H 8.7959 -7.6638 -0.0973
220 H 8.0064 -6.7134 -2.4041
221 N -4.6698 3.1837 4.7482
222 C -5.8602 2.5760 4.4729
223 C -5.9275 1.4643 3.7081
224 C -4.7505 0.8365 3.1864
225 C -3.4775 1.4390 3.4943
226 C -3.5114 2.6130 4.1985
227 H -6.7375 3.1015 4.8201
228 H -6.8921 1.0790 3.4124
229 H -4.7991 -0.0320 2.5461
230 H -2.6038 1.0464 2.9954
231 H -2.5805 3.0635 4.5097
232 C 1.8357 -2.5582 -6.9252
233 C 1.3713 -3.7241 -7.7992
234 C 1.7683 -3.5632 -9.2509
235 F 3.0278 -3.1862 -9.2137
236 F 1.6064 -4.6983 -10.0063
237 F 1.7900 -4.9589 -7.4082
238 F 0.0336 -3.7129 -7.7008
239 O 1.5188 -1.3300 -7.6131
240 C 1.5138 -0.0937 -6.8576
241 C 1.2702 1.0828 -7.8439
242 F 1.1737 2.2939 -7.2871
243 F 2.2853 1.1807 -8.7555
244 F 0.5015 -0.1647 -6.0121
245 F 2.6234 0.0524 -6.1176
246 H 2.9118 -2.5742 -6.7523
247 H 1.3766 -2.5598 -5.9366
248 H 1.2424 -2.7667 -9.7773
249 H 0.3302 0.9815 -8.3865
250 C 0.7446 5.7412 5.6764
251 C 1.6611 4.5030 5.3087
252 C 0.9265 3.1881 4.9886
253 F -0.1319 3.3826 4.1869
254 F 1.7225 2.2478 4.4305
255 F 2.3330 4.8843 4.2432
256 F 2.5260 4.2572 6.2897
257 O -0.0892 5.2620 6.7519
258 C -0.9965 6.2011 7.3942
259 C -1.8316 5.4131 8.4067
260 F -2.6779 6.1794 9.0978
261 F -2.4635 4.3613 7.9873
262 F -0.3470 7.2056 7.9072
263 F -1.7127 6.7871 6.4624
264 H 0.1177 6.0523 4.8408
265 H 1.3078 6.6052 6.0293
266 H 0.5701 2.8021 5.9436
267 H -1.1337 4.9481 9.1030

These are the Löwdin partial charges, in e, on atoms 1 to 2: number 1, O, carries -0.315; number 2, S, carries 0.721